{"formula": "C5H4ClO2", "method": "wB97M-V/def2-TZVPD", "symbols": ["C", "C", "C", "C", "C", "O", "O", "Cl", "H", "H", "H", "H"], "xyz": [[0.939544, 0.909883, 0.604858], [0.768400, 1.276110, -0.677352], [-0.233053, -1.932301, 0.753433], [-0.254922, -0.013263, 0.554008], [-0.411573, 0.379298, -0.882342], [-0.541637, -2.197841, 1.894523], [-0.048802, -2.498289, -0.305561], [-1.705971, 1.439077, -1.820535], [1.572860, 0.958514, 1.467674], [1.244195, 1.962855, -1.309880], [-1.109280, 0.238476, 1.141466], [-0.219761, -0.522519, -1.420291]], "atomic_forces_ev_per_a": [[-1.45, -1.31, -0.36], [0.32, -0.31, 1.13], [-0.34, 2.96, -0.30], [-1.06, -1.97, 1.02], [1.11, 1.40, -1.38], [0.12, -0.59, 0.70], [0.32, -0.37, -0.37], [0.25, -1.09, 1.02], [0.74, 0.60, -0.13], [0.73, 0.76, -0.93], [-0.44, 0.23, 0.83], [-0.29, -0.31, -1.24]], "nbo_charge": [-0.169, -0.248, 0.871, -0.449, -0.150, -0.732, -0.738, -0.213, 0.200, 0.184, 0.199, 0.244], "homo_lumo_gap_ev": 7.126, "relative_energy_kj_mol": 94.7, "homo_energy_ev": -3.55, "total_energy_ev": -21866.36427, "lumo_ev": 3.58, "total_charge": -1}